1.
A 26-piece molecular cluster, C26H101FN2O29P2SSi overall in a non-equilibrium geometry, computed with ωB97M-V with the def2-TZVPD basis set.

## Properties
largest force on an atom: 5.99 eV/A
spin multiplicity: 1
total energy: -130951.6886 eV
molecular weight: 1047.2 g mol⁻¹

Bonds (Å) are listed after each position.
Element x y z (Å)
1 S 0.869 1.409 -5.699  C57 1.882, H125 1.413
2 P 1.324 0.300 3.907  P3 2.178, O6 1.613, O7 1.751, O8 1.777
3 P 1.684 -0.670 1.990  P2 2.178, C52 1.951, H91 1.457
4 Si -4.425 0.375 1.454  C38 1.924, C41 1.965, C59 1.933, C62 1.965
5 F 3.334 -1.541 -2.194  C55 1.517
6 O 2.670 0.590 4.745  P2 1.613
7 O 0.260 1.688 3.818  P2 1.751, H65 1.002
8 O 0.451 -0.892 4.896  P2 1.777, H112 1.020
9 O 7.451 -1.865 -10.339  H101 0.969, H137 0.969
10 O -4.566 -3.502 -3.364  H134 0.969, H159 0.969
11 O -5.544 -7.752 9.102  H70 0.969, H141 0.969
12 O 3.495 -2.002 -6.162  H73 0.969, H124 0.969
13 O 0.099 4.707 -1.259  H117 0.969, H139 0.969
14 O -4.735 -7.421 0.183  H67 0.969, H74 0.969
15 O 2.019 7.174 0.807  H86 0.969, H90 0.969
16 O -1.336 -4.775 6.591  H79 0.969, H84 0.969
17 O -3.679 -5.863 5.180  H99 0.969, H122 0.969
18 O 4.419 -2.497 -8.941  H92 0.969, H130 0.969
19 O -6.700 -7.035 6.520  H89 0.969, H145 0.969
20 O 1.565 -3.907 5.637  H138 0.969, H142 0.969
21 O 7.122 -0.556 2.023  H83 0.969, H160 0.969
22 O 7.347 -3.830 2.173  H102 0.969, H161 0.969
23 O -4.189 -3.149 5.869  H128 0.969, H129 0.969
24 O 1.729 10.247 -0.178  H94 0.969, H126 0.969
25 O -6.235 -6.130 3.660  H105 0.969, H109 0.969
26 O 9.460 5.501 3.980  H76 0.969, H156 0.969
27 O -3.156 3.809 -4.575  H93 0.969, H120 0.969
28 O 0.829 4.535 -4.996  H81 0.969, H157 0.969
29 O -4.470 1.595 -7.680  H107 0.969, H132 0.969
30 O -2.505 0.053 -5.965  H113 0.969, H127 0.969
31 O 3.189 -0.069 -0.372  C52 1.447, C55 1.443
32 O 7.095 6.780 4.011  H131 0.969, H150 0.969
33 O 5.648 -3.595 -5.647  H77 0.969, H153 0.969
34 O -7.953 2.851 -0.619  H97 0.969, H121 0.969
35 N 4.824 1.564 0.715  C49 1.509, H71 1.042, H80 1.042
36 N 3.081 2.625 2.257  C49 1.506, C50 1.509, H155 1.065
37 C 1.016 -1.184 -1.373  C54 1.644, C55 1.635, H68 1.169, H100 1.194
38 C -5.427 0.695 -0.157  Si4 1.924, C61 1.638, H106 1.194, H152 1.192
39 C -3.127 -1.910 3.024  C41 1.659, C46 1.640, H151 1.190
40 C 5.138 6.039 2.160  C56 1.673, H64 1.191, H104 1.170, H110 1.194
41 C -4.043 -1.537 1.692  Si4 1.965, C39 1.659, C42 1.640
42 C -4.566 -2.717 0.680  C41 1.640, C43 1.670, H143 1.170
43 C -4.150 -4.314 0.936  C42 1.670, C44 1.654, H158 1.187
44 C -3.195 -4.625 2.250  C43 1.654, C46 1.640, H147 1.181
45 C -4.375 0.766 -2.715  C58 1.639, C61 1.640, H119 1.178, H162 1.194
46 C -2.700 -3.469 3.303  C39 1.640, C44 1.640, H140 1.194
47 C 2.992 0.094 -4.197  C51 1.659, C57 1.673, H114 1.190, H116 1.181
48 C -1.344 -2.042 -2.398  C53 1.673, C54 1.673, H72 1.191, H96 1.171
49 C 3.604 1.383 1.585  N35 1.509, N36 1.506, C52 1.680, H163 1.194
50 C 3.649 3.908 1.701  N36 1.509, C56 1.662, H95 1.194, H144 1.191
51 C 2.413 0.698 -2.765  C47 1.659, C55 1.675, H66 1.174, H111 1.171
52 C 2.439 0.571 0.687  P3 1.951, O31 1.447, C49 1.680, C60 1.637
53 C -2.337 -0.851 -1.771  C48 1.673, C58 1.649, H63 1.170, H136 1.189
54 C 0.147 -1.374 -2.756  C37 1.644, C48 1.673, H78 1.191, H123 1.191
55 C 2.472 -0.465 -1.561  F5 1.517, O31 1.443, C37 1.635, C51 1.675
56 C 5.070 4.387 2.417  C40 1.673, C50 1.662, H88 1.175, H98 1.170
57 C 2.717 1.128 -5.482  S1 1.882, C47 1.673, H115 1.170, H148 1.193
58 C -3.787 -0.755 -2.550  C45 1.639, C53 1.649, H133 1.194, H154 1.171
59 C -2.706 1.256 1.533  Si4 1.933, H82 1.187, H87 1.171, H108 1.183
60 C 1.382 1.746 0.262  C52 1.637, H69 1.190, H85 1.194, H146 1.170
61 C -4.649 1.563 -1.308  C38 1.638, C45 1.640, H75 1.194, H118 1.170
62 C -5.446 1.091 2.972  Si4 1.965, H103 1.193, H135 1.188, H149 1.170
63 H -1.778 0.176 -1.729  C53 1.170
64 H 6.244 6.329 1.827  C40 1.191
65 H 0.703 2.477 3.389  O7 1.002
66 H 3.163 1.538 -2.432  C51 1.174
67 H -5.255 -7.108 0.938  O14 0.969
68 H 0.304 -0.695 -0.585  C37 1.169
69 H 0.728 2.058 1.206  C60 1.190
70 H -5.755 -6.813 8.996  O11 0.969
71 H 4.635 2.091 -0.165  N35 1.042
72 H -1.773 -2.399 -3.450  C48 1.191
73 H 4.326 -1.650 -5.809  O12 0.969
74 H -3.921 -7.760 0.584  O14 0.969
75 H -5.365 2.478 -1.582  C61 1.194
76 H 9.399 6.052 3.185  O26 0.969
77 H 6.225 -3.288 -6.363  O33 0.969
78 H 0.733 -2.012 -3.573  C54 1.191
79 H -0.985 -4.113 5.976  O16 0.969
80 H 5.657 1.916 1.233  N35 1.042
81 H 0.279 5.049 -4.386  O28 0.969
82 H -2.806 2.356 1.964  C59 1.187
83 H 6.754 -1.072 2.756  O21 0.969
84 H -1.886 -4.260 7.201  O16 0.969
85 H 2.003 2.668 -0.174  C60 1.194
86 H 1.869 7.249 1.761  O15 0.969
87 H -2.172 1.206 0.491  C59 1.171
88 H 4.973 4.141 3.562  C56 1.175
89 H -5.751 -7.135 6.688  O19 0.969
90 H 2.001 8.091 0.494  O15 0.969
91 H 0.369 -1.118 1.550  P3 1.457
92 H 4.269 -2.422 -7.987  O18 0.969
93 H -2.709 4.098 -3.765  O27 0.969
94 H 1.179 10.762 0.432  O24 0.969
95 H 2.867 4.764 1.984  C50 1.194
96 H -1.198 -2.946 -1.667  C48 1.171
97 H -8.111 3.806 -0.657  O34 0.969
98 H 6.027 3.957 1.901  C56 1.170
99 H -3.890 -4.923 5.075  O17 0.969
100 H 1.235 -2.287 -0.973  C37 1.194
101 H 6.753 -2.140 -9.726  O9 0.969
102 H 6.898 -4.174 1.386  O22 0.969
103 H -5.524 2.275 2.846  C62 1.193
104 H 4.894 6.662 3.120  C40 1.170
105 H -5.421 -6.469 4.061  O25 0.969
106 H -5.854 -0.312 -0.636  C38 1.194
107 H -4.737 2.392 -7.197  O29 0.969
108 H -2.052 0.636 2.300  C59 1.183
109 H -6.755 -5.817 4.415  O25 0.969
110 H 4.454 6.348 1.232  C40 1.194
111 H 1.357 1.197 -2.853  C51 1.171
112 H 1.000 -1.737 4.740  O8 1.020
113 H -1.674 0.405 -5.612  O30 0.969
114 H 2.460 -0.921 -4.518  C47 1.190
115 H 3.342 2.099 -5.294  C57 1.170
116 H 4.167 -0.005 -4.131  C47 1.181
117 H 0.479 3.840 -1.466  O13 0.969
118 H -3.635 2.043 -0.975  C61 1.170
119 H -3.673 1.381 -3.434  C45 1.178
120 H -2.647 3.035 -4.860  O27 0.969
121 H -8.402 2.508 -1.405  O34 0.969
122 H -2.743 -5.866 5.431  O17 0.969
123 H -0.116 -0.348 -3.301  C54 1.191
124 H 3.467 -2.912 -5.831  O12 0.969
125 H 0.614 2.620 -5.017  S1 1.413
126 H 2.080 10.909 -0.792  O24 0.969
127 H -2.533 -0.857 -5.633  O30 0.969
128 H -3.838 -2.487 5.255  O23 0.969
129 H -4.739 -2.635 6.479  O23 0.969
130 H 4.401 -1.580 -9.253  O18 0.969
131 H 7.067 5.870 4.343  O32 0.969
132 H -3.805 1.186 -7.106  O29 0.969
133 H -3.581 -1.153 -3.657  C58 1.194
134 H -5.279 -3.341 -4.000  O10 0.969
135 H -4.875 0.929 4.002  C62 1.188
136 H -2.513 -1.179 -0.641  C53 1.189
137 H 6.985 -1.728 -11.177  O9 0.969
138 H 2.379 -4.246 6.038  O20 0.969
139 H 0.615 5.014 -0.499  O13 0.969
140 H -2.012 -3.672 4.257  C46 1.194
141 H -4.608 -7.755 9.352  O11 0.969
142 H 1.045 -3.594 6.392  O20 0.969
143 H -5.242 -2.487 -0.246  C42 1.170
144 H 3.703 3.943 0.512  C50 1.191
145 H -7.056 -7.926 6.653  O19 0.969
146 H 0.618 1.458 -0.577  C60 1.170
147 H -2.868 -5.748 2.415  C44 1.181
148 H 3.106 0.521 -6.433  C57 1.193
149 H -6.537 0.672 3.024  C62 1.170
150 H 7.926 7.133 4.364  O32 0.969
151 H -2.797 -1.028 3.752  C39 1.190
152 H -6.400 1.309 0.156  C38 1.192
153 H 5.715 -4.561 -5.690  O33 0.969
154 H -4.558 -1.488 -2.060  C58 1.171
155 H 3.364 2.635 3.283  N36 1.065
156 H 9.530 4.599 3.634  O26 0.969
157 H 1.180 5.197 -5.610  O28 0.969
158 H -4.510 -5.149 0.173  C43 1.187
159 H -4.967 -4.089 -2.705  O10 0.969
160 H 6.413 0.064 1.794  O21 0.969
161 H 7.189 -2.875 2.134  O22 0.969
162 H -5.433 0.665 -3.258  C45 1.194
163 H 3.934 0.642 2.462  C49 1.194

2.
A 3-piece molecular cluster, C13H45N6O4P5 overall in a non-equilibrium geometry, computed with ωB97M-V with the def2-TZVPD basis set.

## Properties
largest force on an atom: 3.94 eV/A
spin multiplicity: 1
SMILES: CN(C)P(=O)(N(C)C)N(C)C.CN(C)P(=O)(N(C)C)N(C)C.CP(O)[PH3][PH2]=O
total energy: -77783.9141 eV
molecular weight: 504.4 g mol⁻¹

Bonds (Å) are listed after each position.
Element x y z (Å)
1 P -4.225 3.262 -2.903  P3 2.314, P4 2.282, H55 1.439, H64 1.423, H71 1.439
2 P 1.832 2.838 -0.182  O7 1.477, N11 1.695, N12 1.704, N15 1.663
3 P -6.091 3.572 -1.569  P1 2.314, O8 1.497, H49 1.422, H52 1.421
4 P -2.275 2.915 -4.035  P1 2.282, O6 1.660, C24 1.827
5 P -0.269 -3.446 0.857  O9 1.475, N10 1.690, N13 1.717, N14 1.657
6 O -1.649 1.551 -3.327  P4 1.660, H41 0.968
7 O 1.521 3.166 -1.587  P2 1.477
8 O -5.619 3.980 -0.208  P3 1.497
9 O 0.011 -2.095 0.336  P5 1.475
10 N 0.908 -4.482 0.225  P5 1.690, C22 1.445, C26 1.456
11 N 3.052 3.910 0.304  P2 1.695, C18 1.454, C28 1.443
12 N 2.292 1.199 -0.269  P2 1.704, C23 1.449, C27 1.464
13 N -1.851 -3.752 0.264  P5 1.717, C17 1.449, C21 1.461
14 N -0.484 -4.144 2.344  P5 1.657, C16 1.458, C20 1.453
15 N 1.061 2.682 1.283  P2 1.663, C19 1.454, C25 1.457
16 C -1.548 -3.617 3.189  N14 1.458, H34 1.091, H43 1.090, H53 1.094
17 C -2.307 -5.011 -0.289  N13 1.449, H30 1.096, H36 1.092, H72 1.094
18 C 2.698 5.317 0.218  N11 1.454, H56 1.092, H63 1.098, H65 1.090
19 C 1.551 3.205 2.549  N15 1.454, H47 1.086, H51 1.091, H61 1.095
20 C 0.088 -5.407 2.781  N14 1.453, H44 1.091, H58 1.094, H67 1.086
21 C -2.517 -2.637 -0.407  N13 1.461, H38 1.097, H42 1.093, H45 1.086
22 C 0.801 -5.567 -0.724  N10 1.445, H29 1.098, H31 1.079, H60 1.096
23 C 3.379 0.606 0.483  N12 1.449, H46 1.092, H54 1.093, H59 1.097
24 C -1.296 4.287 -3.328  P4 1.827, H39 1.099, H50 1.089, H66 1.095
25 C -0.008 1.701 1.410  N15 1.457, H32 1.089, H37 1.094, H40 1.092
26 C 2.275 -4.116 0.568  N10 1.456, H33 1.098, H48 1.092, H62 1.090
27 C 2.197 0.521 -1.563  N12 1.464, H35 1.086, H68 1.098, H69 1.092
28 C 4.433 3.653 0.634  N11 1.443, H57 1.099, H70 1.081, H73 1.096
29 H 1.250 -6.485 -0.324  C22 1.098
30 H -2.003 -5.148 -1.333  C17 1.096
31 H -0.223 -5.805 -0.969  C22 1.079
32 H -0.517 1.533 0.462  C25 1.089
33 H 2.542 -4.403 1.593  C26 1.098
34 H -1.255 -3.656 4.240  C16 1.091
35 H 1.304 0.790 -2.118  C27 1.086
36 H -1.959 -5.860 0.303  C17 1.092
37 H 0.396 0.740 1.745  C25 1.094
38 H -2.190 -2.508 -1.446  C21 1.097
39 H -1.405 4.294 -2.234  C24 1.099
40 H -0.760 2.042 2.124  C25 1.092
41 H -1.976 1.399 -2.428  O6 0.968
42 H -3.595 -2.818 -0.400  C21 1.093
43 H -1.748 -2.572 2.949  C16 1.090
44 H -0.054 -5.506 3.858  C20 1.091
45 H -2.338 -1.705 0.121  C21 1.086
46 H 3.392 0.950 1.519  C23 1.092
47 H 1.816 4.257 2.493  C19 1.086
48 H 2.429 -3.039 0.471  C26 1.092
49 H -6.948 4.557 -2.131  P3 1.422
50 H -0.237 4.200 -3.564  C24 1.089
51 H 0.760 3.126 3.295  C19 1.091
52 H -6.809 2.346 -1.533  P3 1.421
53 H -2.477 -4.179 3.059  C16 1.094
54 H 3.243 -0.478 0.523  C23 1.093
55 H -3.665 4.268 -2.040  P1 1.439
56 H 2.169 5.533 -0.714  C18 1.092
57 H 4.689 4.067 1.619  C28 1.099
58 H -0.391 -6.264 2.298  C20 1.094
59 H 4.358 0.797 0.027  C23 1.097
60 H 1.314 -5.325 -1.661  C22 1.096
61 H 2.417 2.645 2.916  C19 1.095
62 H 2.974 -4.611 -0.107  C26 1.090
63 H 2.058 5.641 1.050  C18 1.098
64 H -4.909 3.654 -4.087  P1 1.423
65 H 3.598 5.932 0.235  C18 1.090
66 H -1.698 5.243 -3.680  C24 1.095
67 H 1.159 -5.462 2.606  C20 1.086
68 H 3.079 0.750 -2.175  C27 1.098
69 H 2.155 -0.557 -1.392  C27 1.092
70 H 4.658 2.596 0.675  C28 1.081
71 H -4.269 1.871 -2.536  P1 1.439
72 H -3.399 -5.048 -0.263  C17 1.094
73 H 5.110 4.104 -0.101  C28 1.096